The following is a DFT calculation (ωB97M-V with the def2-TZVPD basis set) of 2 unconnected molecules or ions with the total composition C3H8NO2 in a non-equilibrium geometry.

Spin multiplicity: 1
LUMO energy: -9.21 eV
Net charge: +1

Cartesian coordinates (Å):
O: 0.56 -0.57 0.26
C: -0.33 -1.36 0.09
C: -1.73 -0.87 0.21
C: -2.03 0.54 0.44
O: -2.58 0.86 -0.83
N: 4.91 0.97 -0.02
H: -0.12 -2.42 -0.11
H: -2.54 -1.59 0.06
H: -1.12 1.13 0.63
H: -2.81 0.70 1.18
H: -2.29 0.32 -1.59
H: 5.83 1.31 0.22
H: 4.57 0.37 0.72
H: 4.92 0.45 -0.88



The following is a DFT calculation (ωB97M-V with the def2-TZVPD basis set) of 9 unconnected molecules or ions with the total composition C9H27N9O18 in a non-equilibrium geometry.

Spin multiplicity: 1
SMILES: C[N+](=O)[O-].C[N+](=O)[O-].C[N+](=O)[O-].C[N+](=O)[O-].C[N+](=O)[O-].C[N+](=O)[O-].C[N+](=O)[O-].C[N+](=O)[O-].C[N+](=O)[O-]
LUMO energy: -1.12 eV
Net charge: 0

Cartesian coordinates (Å):
C: -9.86 -8.48 -8.56
N: -11.02 -7.55 -8.62
O: -11.97 -7.87 -9.35
O: -10.99 -6.58 -7.92
H: -8.91 -8.06 -8.23
H: -9.75 -8.77 -9.61
H: -10.13 -9.42 -8.08
C: -9.28 -9.50 -17.17
N: -9.56 -10.84 -16.67
O: -9.94 -10.93 -15.49
O: -9.23 -11.76 -17.38
H: -8.95 -9.52 -18.21
H: -8.51 -9.08 -16.53
H: -10.27 -9.05 -17.10
C: -11.70 -5.71 -16.09
N: -11.34 -4.97 -14.88
O: -12.03 -4.89 -13.86
O: -10.25 -4.39 -14.85
H: -10.87 -6.38 -16.34
H: -11.81 -5.09 -16.98
H: -12.56 -6.37 -15.95
C: -12.78 -10.58 -13.43
N: -13.52 -9.70 -14.32
O: -12.95 -9.07 -15.20
O: -14.73 -9.57 -14.06
H: -12.72 -9.95 -12.54
H: -11.77 -10.79 -13.79
H: -13.41 -11.45 -13.25
C: -7.03 -5.12 -17.68
N: -7.18 -6.48 -17.34
O: -6.79 -6.93 -16.25
O: -7.71 -7.19 -18.20
H: -6.49 -5.17 -18.62
H: -6.40 -4.69 -16.90
H: -8.08 -4.84 -17.75
C: -8.59 -12.59 -13.17
N: -8.94 -11.48 -12.24
O: -8.18 -10.53 -12.10
O: -9.96 -11.53 -11.64
H: -7.97 -12.25 -14.01
H: -9.47 -13.09 -13.56
H: -7.98 -13.29 -12.59
C: -13.88 -6.74 -11.75
N: -14.44 -5.36 -12.06
O: -15.16 -5.31 -13.02
O: -14.25 -4.44 -11.26
H: -14.13 -7.32 -12.64
H: -14.58 -7.19 -11.06
H: -12.83 -6.77 -11.46
C: -8.96 -7.63 -14.14
N: -9.82 -7.79 -12.94
O: -9.40 -7.49 -11.82
O: -10.91 -8.23 -13.16
H: -8.53 -8.61 -14.32
H: -8.20 -6.86 -13.99
H: -9.63 -7.38 -14.96
C: -6.58 -8.05 -10.71
N: -5.39 -7.81 -9.82
O: -4.43 -7.51 -10.42
O: -5.63 -7.65 -8.63
H: -7.13 -7.12 -10.81
H: -7.24 -8.76 -10.21
H: -6.21 -8.42 -11.67



The following is a DFT calculation (ωB97M-V with the def2-TZVPD basis set) of a single C5H8 molecule.

Spin multiplicity: 1
LUMO energy: 0.36 eV
Net charge: 0

Cartesian coordinates (Å):
C: -1.75 0.25 -0.32
C: -1.11 -0.50 0.84
C: 0.37 -0.61 0.84
C: 1.27 0.04 0.17
C: 2.24 0.24 -0.80
H: -1.38 1.28 -0.37
H: -2.84 0.29 -0.22
H: -1.52 -0.23 -1.28
H: -1.52 -1.52 0.93
H: -1.37 -0.02 1.80
H: 2.28 0.17 0.75
H: 2.40 -0.47 -1.61
H: 2.93 1.08 -0.73



The following is a DFT calculation (ωB97M-V with the def2-TZVPD basis set) of a gas-phase ion, C4H8NO2 (charge -1) in a non-equilibrium geometry.

Spin multiplicity: 1
SMILES: C[C@@H](C=O)NC[O-]
LUMO energy: 4.14 eV
Net charge: -1

Cartesian coordinates (Å):
C: -1.34 0.92 0.47
C: -0.48 0.26 -0.66
C: 0.65 1.28 -0.89
O: 0.42 2.22 -1.65
N: 0.01 -1.09 -0.34
C: 1.22 -1.53 0.56
O: 2.12 -0.60 0.80
H: -1.14 2.00 0.60
H: -1.21 0.46 1.45
H: -2.39 0.83 0.13
H: -1.08 0.14 -1.58
H: 1.56 1.11 -0.30
H: -0.77 -1.69 -0.08
H: 0.74 -1.93 1.52
H: 1.69 -2.37 -0.01



The following is a DFT calculation (ωB97M-V with the def2-TZVPD basis set) of 2 unconnected molecules or ions with the total composition C3H2F4O in a non-equilibrium geometry.

Spin multiplicity: 1
SMILES: F/C=C/F.O=C(F)F
LUMO energy: 0.76 eV
Net charge: 0

Cartesian coordinates (Å):
F: 0.48 2.31 -2.12
C: -0.18 1.52 -1.27
C: -0.07 0.24 -1.30
F: -0.87 -0.58 -0.69
H: -0.92 1.81 -0.58
H: 0.65 -0.26 -1.96
O: 1.35 -0.86 1.61
C: 0.33 -1.27 1.95
F: -0.31 -2.28 1.50
F: -0.46 -0.65 2.87



The following is a DFT calculation (ωB97M-V with the def2-TZVPD basis set) of a molecular structure, C54H47Cl3GeLiN2O2PTe in a non-equilibrium geometry.

Spin multiplicity: 2
⟨S²⟩: 0.760
LUMO energy (alpha / beta): 2.11 / 1.95 eV
Net charge: -1

Cartesian coordinates (Å):
Li: 0.61 -0.94 -0.11
C: -4.56 -2.32 -4.86
C: -3.61 -1.83 -3.80
C: -3.33 -0.48 -3.66
C: -2.39 -0.01 -2.74
C: -2.27 1.42 -2.47
O: -1.95 1.89 -1.39
C: -2.64 2.38 -3.57
C: -3.39 3.51 -3.24
C: -3.67 4.47 -4.20
C: -3.19 4.32 -5.49
C: -2.45 3.19 -5.83
C: -2.19 2.22 -4.87
C: -1.62 -0.95 -1.95
O: -0.57 -0.63 -1.32
C: -2.10 -2.31 -1.94
C: -3.02 -2.71 -2.90
C: -1.73 -3.22 -0.84
N: -1.16 -2.81 0.23
C: -0.97 -3.72 1.34
C: -0.58 -2.91 2.58
Te: -1.32 -3.72 4.43
C: -3.20 -2.75 4.12
C: -3.45 -1.51 4.70
C: -4.64 -0.84 4.43
C: -5.58 -1.41 3.58
C: -5.34 -2.65 3.02
C: -4.16 -3.32 3.29
C: -2.15 -4.66 -0.97
C: -3.44 -5.06 -0.65
C: -3.80 -6.40 -0.75
C: -2.87 -7.34 -1.16
C: -1.58 -6.95 -1.47
C: -1.22 -5.61 -1.37
H: -5.13 -1.49 -5.29
H: -5.28 -3.04 -4.45
H: -4.03 -2.81 -5.67
H: -3.90 0.24 -4.24
H: -3.74 3.62 -2.22
H: -4.25 5.34 -3.92
H: -3.38 5.08 -6.24
H: -2.07 3.07 -6.83
H: -1.62 1.34 -5.13
H: -3.31 -3.76 -2.94
H: -0.19 -4.46 1.11
H: -1.89 -4.28 1.53
H: -1.00 -1.92 2.50
H: 0.50 -2.82 2.67
H: -2.72 -1.06 5.36
H: -4.83 0.13 4.88
H: -6.50 -0.88 3.36
H: -6.08 -3.10 2.37
H: -3.97 -4.30 2.86
H: -4.17 -4.32 -0.34
H: -4.81 -6.70 -0.51
H: -3.16 -8.39 -1.23
H: -0.85 -7.68 -1.77
H: -0.20 -5.30 -1.60
N: -0.25 0.83 1.05
C: 0.21 1.90 1.84
C: -0.21 1.91 3.18
C: 0.18 2.91 4.05
C: 0.97 3.94 3.60
C: 1.41 3.95 2.29
C: 1.07 2.94 1.39
C: 1.59 3.03 0.00
C: 1.23 4.12 -0.79
C: 1.60 4.21 -2.12
C: 2.30 3.17 -2.71
C: 2.73 2.11 -1.92
C: 2.42 2.07 -0.57
H: -0.45 1.09 0.08
H: -1.05 0.37 1.45
H: -0.85 1.10 3.52
H: -0.15 2.89 5.08
H: 1.26 4.74 4.28
H: 2.05 4.75 1.95
H: 0.64 4.91 -0.34
H: 1.30 5.06 -2.71
H: 2.54 3.21 -3.76
H: 3.35 1.33 -2.35
C: 5.45 -0.27 0.55
P: 3.95 0.93 0.37
C: 5.02 2.37 -0.14
C: 5.97 2.22 -1.13
C: 6.60 3.32 -1.70
C: 6.30 4.59 -1.26
C: 5.38 4.76 -0.23
C: 4.75 3.67 0.32
C: 3.81 1.20 2.19
C: 4.82 1.87 2.88
C: 4.83 1.91 4.27
C: 3.82 1.28 4.99
C: 2.83 0.59 4.31
C: 2.84 0.54 2.92
H: 5.60 -0.79 -0.40
H: 5.18 -1.01 1.29
H: 6.36 0.26 0.84
H: 6.21 1.22 -1.49
H: 7.32 3.17 -2.50
H: 6.77 5.46 -1.72
H: 5.14 5.76 0.13
H: 4.02 3.81 1.11
H: 5.63 2.35 2.35
H: 5.62 2.43 4.78
H: 3.83 1.31 6.07
H: 2.06 0.07 4.87
H: 2.08 -0.04 2.40
Cl: 1.83 -2.71 0.42
Ge: 2.35 -4.67 1.63
Cl: 1.33 -6.10 0.16
Cl: 4.48 -4.86 0.82



Relative energy (zero: lowest compared OMol25 entry of this formula, charge and spin): 567.7; 154.5; 466.6; 309.1; 74.5; 93.0 (kJ/mol)
E: -323.91105; -2205.33856; -195.11431; -362.40649; -590.16784; -6420.55520 (Ha)